P.
# C9H19N2O2P

2 unconnected molecules or ions with the total composition C9H19N2O2P (ωB97M-V/def2-TZVPD, OMol25).

The geometry in XYZ format:
```
33
Properties=species:S:1:pos:R:3:lowdin_charge:R:1
C -2.293 1.818 1.117 -0.28
C 2.321 1.862 -0.877 -0.04
C 0.081 1.542 -1.957 -0.07
C 0.719 -2.297 -0.497 -0.05
C 1.741 -1.304 1.583 -0.05
C -1.518 0.745 1.674 -0.19
C -2.348 -0.535 1.805 -0.25
C 1.264 0.821 -1.320 -0.48
C 1.539 -1.122 0.077 -0.48
N -2.912 2.665 0.661 0.16
N 0.865 0.095 -0.174 0.06
O -2.742 -1.712 -1.849 -0.36
O -2.721 -1.123 0.585 -0.31
P -2.316 -0.661 -0.932 0.73
H 3.165 1.360 -0.413 0.07
H 2.668 2.418 -1.744 0.08
H 1.881 2.551 -0.162 0.08
H -0.424 2.168 -1.226 0.07
H -0.628 0.801 -2.330 0.03
H 0.418 2.164 -2.782 0.08
H -0.277 -2.302 -0.060 0.05
H 0.617 -2.188 -1.574 0.08
H 1.216 -3.240 -0.281 0.08
H 2.288 -2.223 1.774 0.08
H 0.782 -1.352 2.089 0.06
H 2.307 -0.470 1.990 0.08
H -0.644 0.560 1.024 0.06
H -1.167 1.045 2.665 0.13
H -3.276 -0.336 2.354 0.13
H -1.770 -1.281 2.363 0.12
H 1.746 0.167 -2.069 0.14
H 2.523 -1.143 -0.431 0.14
H -3.105 0.509 -1.086 0.02
```

HOMO (spin up / spin down), eV: -9.5 / -8.7
HOMO-LUMO gap (spin up / spin down), Ha: 0.3037 / 0.2960


Q.
# C9H19N2O2P

A single C9H19N2O2P molecule (ωB97M-V/def2-TZVPD, OMol25).

The geometry in XYZ format:
```
33
Properties=species:S:1:pos:R:3:lowdin_charge:R:1
C -4.185 0.817 0.844 -0.26
C 0.622 -0.626 2.318 -0.06
C 2.649 -0.880 0.626 -0.07
C -0.971 -1.247 -1.206 -0.09
C -0.930 0.998 -2.205 -0.07
C -3.374 0.146 -0.169 -0.17
C -1.978 0.726 0.111 -0.15
C 1.118 -0.753 0.880 -0.42
C -0.849 0.165 -0.856 -0.51
N -4.868 1.372 1.554 0.15
N 0.622 0.334 -0.107 -0.19
O 1.925 2.139 1.329 -0.29
O 2.702 1.816 -0.957 -0.34
P 1.221 1.944 -0.115 0.81
H 0.656 0.475 2.586 0.09
H -0.412 -1.077 2.357 0.09
H 1.189 -1.285 2.872 0.04
H 3.254 -0.032 0.831 0.02
H 2.755 -1.225 -0.493 0.11
H 3.031 -1.822 1.199 0.11
H -1.135 -1.886 -0.420 0.05
H -1.882 -1.284 -1.887 0.11
H -0.059 -1.683 -1.667 0.11
H -1.898 0.581 -2.677 0.10
H 0.007 0.709 -2.838 0.11
H -0.954 2.070 -1.944 0.05
H -3.808 0.461 -1.147 0.13
H -3.370 -0.972 -0.123 0.13
H -1.716 0.564 1.176 0.12
H -1.986 1.758 -0.079 0.09
H 0.739 -1.693 0.668 0.08
H 2.674 1.547 1.497 0.04
H 2.709 2.022 -1.953 0.08
```

HOMO, eV: -8.7
SMILES: CC(C)N(P(O)O)C(C)(C)CCC#N
HOMO-LUMO gap, Ha: 0.3353


Of them, the most stable is Q and the least stable is P.


P.
# C2H11N5

2 unconnected molecules or ions with the total composition C2H11N5 (ωB97M-V/def2-TZVPD, OMol25).

The geometry in XYZ format:
```
18
Properties=species:S:1:pos:R:3:lowdin_charge:R:1
C -2.974 0.418 -0.311 -0.05
C -1.586 -0.054 0.012 -0.59
N -0.891 -0.592 -1.031 0.12
N -1.168 0.041 1.208 0.09
H -1.234 -0.461 -1.967 0.09
H 0.111 -0.721 -0.931 0.05
H -0.239 -0.355 1.338 0.00
H -2.939 1.212 -1.056 0.08
H -3.446 0.791 0.592 0.07
H -3.563 -0.406 -0.712 0.08
N 2.020 -0.207 -0.359 -0.24
N 1.896 1.142 -0.009 -0.02
N 2.507 -1.149 0.666 -0.02
H 2.815 -0.307 -1.000 0.10
H 2.704 1.521 0.492 0.07
H 1.051 1.290 0.538 0.05
H 1.719 -1.418 1.252 0.04
H 3.219 -0.744 1.278 0.06
```

HOMO, eV: -9.0
SMILES: [H]/N=C(/C)N.NNN
HOMO-LUMO gap, Ha: 0.3685


Q.
# C2H11N5

2 unconnected molecules or ions with the total composition C2H11N5 (ωB97M-V/def2-TZVPD, OMol25).

The geometry in XYZ format:
```
18
Properties=species:S:1:pos:R:3:lowdin_charge:R:1
C -1.813 0.227 0.255 -0.30
C 1.394 1.477 0.281 -0.19
N 0.420 0.404 0.335 -0.27
N 0.680 -0.618 -0.629 -0.22
N 1.809 -1.482 -0.349 -0.02
N -2.336 -0.175 -0.923 0.11
N -1.572 -0.635 1.263 0.04
H 0.910 -0.188 -1.527 0.08
H -1.920 1.272 0.507 0.12
H 2.548 -0.966 0.127 0.04
H 1.476 -2.179 0.308 0.05
H -1.973 -1.051 -1.280 0.10
H -1.612 -1.606 0.974 0.08
H -2.473 0.531 -1.629 0.10
H -0.518 -0.366 1.458 0.10
H 1.456 1.945 -0.718 0.06
H 1.107 2.249 0.999 0.06
H 2.416 1.159 0.547 0.05
```

HOMO, eV: -7.3
HOMO-LUMO gap, Ha: 0.3026


Of them, the most stable is P and the least stable is Q.


P.
# CH9O3S

4 unconnected molecules or ions with the total composition CH9O3S (ωB97M-V/def2-TZVPD, OMol25).

The geometry in XYZ format:
```
14
Properties=species:S:1:pos:R:3:lowdin_charge:R:1
C 0.206 1.850 1.358 -0.65
S -1.137 0.705 0.845 0.22
H 0.497 1.614 2.396 -0.01
H 1.081 1.662 0.735 -0.01
H -0.153 2.882 1.342 -0.02
H -1.468 0.964 -2.180 0.01
H -0.715 0.065 -1.257 -0.11
O -0.920 0.175 -2.218 -0.17
H 0.154 -1.107 2.200 -0.05
H -0.789 -2.283 1.957 0.01
O 0.084 -2.068 2.313 -0.14
H 1.455 -1.825 -1.913 0.02
H 0.458 -1.032 -2.753 -0.01
O 1.249 -1.603 -2.826 -0.10
```

HOMO, eV: -3.3
HOMO-LUMO gap, Ha: 0.2691
Net charge: -1


Q.
# CH9O3S

4 unconnected molecules or ions with the total composition CH9O3S (ωB97M-V/def2-TZVPD, OMol25).

The geometry in XYZ format:
```
14
Properties=species:S:1:pos:R:3:lowdin_charge:R:1
C 0.271 1.431 -0.659 -0.61
S -1.481 0.806 -0.946 0.10
H 0.174 2.484 -0.894 -0.03
H 0.469 1.376 0.408 -0.03
H 0.978 0.882 -1.268 -0.02
H 1.656 -2.438 -0.811 0.01
H 2.316 -1.099 -0.734 0.01
O 2.491 -1.999 -1.028 -0.09
H -0.388 -2.166 1.052 0.02
H -0.510 -0.808 0.033 -0.12
O 0.037 -1.532 0.469 -0.16
H -1.034 0.717 2.069 0.00
H -0.009 -0.048 2.701 0.02
O -0.367 0.851 2.773 -0.11
```

HOMO, eV: -3.1
HOMO-LUMO gap, Ha: 0.2465
Net charge: -1


Of them, the most stable is P and the least stable is Q.


P.
# C3H5NO3S

A single C3H5NO3S molecule (ωB97M-V/def2-TZVPD, OMol25).

The geometry in XYZ format:
```
13
Properties=species:S:1:pos:R:3:lowdin_charge:R:1
C -0.646 -1.423 0.593 -0.30
C 0.338 -0.356 0.121 -0.57
C -0.210 0.485 -1.054 -0.48
H 0.651 -2.330 1.764 0.07
H -0.941 -2.017 -0.308 0.15
H -1.553 -0.928 0.862 0.13
H -0.304 2.409 -1.760 0.16
H 1.349 2.317 0.310 0.06
N 0.144 1.811 -1.064 0.00
O -0.314 -2.193 1.697 -0.06
O -0.776 -0.047 -2.001 0.08
O 0.398 2.461 0.134 -0.06
S 1.864 -0.190 0.707 0.82
```

HOMO, eV: -9.5
SMILES: O=C(NO)C(=S)CO
HOMO-LUMO gap, Ha: 0.3067


Q.
# C3H5NO3S

2 unconnected molecules or ions with the total composition C3H5NO3S (ωB97M-V/def2-TZVPD, OMol25).

The geometry in XYZ format:
```
13
Properties=species:S:1:pos:R:3:lowdin_charge:R:1
C 0.821 0.201 0.031 -0.64
C -1.316 -0.622 0.634 -0.24
C -2.090 0.422 -0.165 -0.53
H 2.754 1.516 -0.947 0.37
H 2.143 -1.358 -0.427 0.14
H -1.145 -0.261 1.601 0.12
H -1.875 -1.497 0.625 0.10
H -1.453 1.068 -0.863 0.10
N 1.966 -0.358 -0.626 -0.04
O 3.314 0.167 -0.181 -0.16
O 0.709 1.241 0.581 0.14
O -0.069 -0.731 0.061 0.01
S -3.759 0.213 -0.323 0.65
```

HOMO, eV: -9.2
HOMO-LUMO gap, Ha: 0.2827


Of them, the most stable is P and the least stable is Q.


P.
# C3H9NO

2 unconnected molecules or ions with the total composition C3H9NO (ωB97M-V/def2-TZVPD, OMol25).

The geometry in XYZ format:
```
14
Properties=species:S:1:pos:R:3:lowdin_spin:R:1
C -1.876 -0.841 -0.136 0.00
C -1.143 1.387 0.295 0.00
N -0.854 0.181 0.061 0.00
H -1.900 -1.502 0.729 0.00
H -1.605 -1.452 -0.996 0.00
H -2.856 -0.396 -0.297 0.00
H -2.184 1.699 0.239 0.00
H -0.411 2.150 0.529 0.00
H 0.233 -0.279 0.050 0.00
C 2.528 -0.152 -0.109 0.12
O 1.434 -0.934 0.103 0.78
H 3.034 -0.418 -1.051 0.06
H 2.332 0.925 -0.096 0.00
H 3.269 -0.368 0.680 0.05
```

HOMO (spin up / spin down), eV: -16.2 / -15.7
HOMO-LUMO gap (spin up / spin down), Ha: 0.4400 / 0.3122
Net charge: +1
Multiplicity: 2


Q.
# C3H9NO

2 unconnected molecules or ions with the total composition C3H9NO (ωB97M-V/def2-TZVPD, OMol25).

The geometry in XYZ format:
```
14
Properties=species:S:1:pos:R:3:lowdin_spin:R:1
C -1.872 0.735 3.509 0.00
C -0.990 0.902 2.259 0.00
H -1.484 0.223 4.335 0.00
H -2.730 -0.037 3.352 0.00
H -2.186 1.707 3.643 0.00
H 0.118 0.766 2.269 0.00
H -1.321 0.123 1.541 0.00
H -1.186 1.910 1.814 0.00
C 1.507 -0.856 -4.319 -0.01
N 2.486 -1.231 -3.323 0.54
O 0.344 -0.778 -3.974 0.45
H 1.881 -0.891 -5.319 0.00
H 3.456 -0.997 -3.330 0.01
H 1.978 -1.577 -2.458 0.00
```

HOMO (spin up / spin down), eV: -13.1 / -13.1
HOMO-LUMO gap (spin up / spin down), Ha: 0.2693 / 0.0907
Net charge: +1
Multiplicity: 2


Of them, the most stable is P and the least stable is Q.


P.
# C5H10NO2

A gas-phase ion, C5H10NO2 (charge +2) (ωB97M-V/def2-TZVPD, OMol25).

The geometry in XYZ format:
```
18
Properties=species:S:1:pos:R:3:lowdin_spin:R:1
O 1.823 1.254 -2.254 0.64
C 1.677 0.208 -1.715 0.12
C 0.894 0.186 -0.356 0.12
C -0.371 -0.663 -0.543 0.02
C -0.826 -1.355 0.752 0.02
C -1.533 -0.372 1.647 0.00
O -1.278 0.806 1.560 0.00
N 0.446 1.560 0.091 0.00
H 1.889 -0.775 -2.216 0.06
H 1.515 -0.266 0.429 0.01
H -1.212 -0.092 -0.928 0.00
H -0.321 -1.390 -1.352 0.00
H -1.411 -2.227 0.471 0.00
H 0.002 -1.737 1.366 0.00
H -2.250 -0.765 2.398 0.00
H -0.285 1.399 0.867 0.00
H 0.019 2.087 -0.663 0.00
H 1.222 2.142 0.447 0.00
```

HOMO (spin up / spin down), eV: -19.2 / -19.2
HOMO-LUMO gap (spin up / spin down), Ha: 0.3165 / 0.1730
Net charge: +2
Multiplicity: 2


Q.
# C5H10NO2

A gas-phase ion, C5H10NO2 (charge +2) (ωB97M-V/def2-TZVPD, OMol25).

The geometry in XYZ format:
```
18
Properties=species:S:1:pos:R:3:lowdin_spin:R:1
O -2.905 -0.012 -0.977 0.00
C -1.981 -0.499 -0.342 0.00
C -1.131 0.209 0.673 0.06
C 0.354 0.429 0.255 0.02
C 1.093 -0.757 -0.394 0.00
C 2.435 -1.110 0.010 0.00
O 3.486 -0.086 -0.231 0.00
N -1.846 1.566 0.935 0.86
H -1.577 -1.529 -0.649 0.00
H -1.220 -0.429 1.558 0.02
H 0.942 0.674 1.182 0.00
H 0.343 1.293 -0.470 0.00
H 1.030 -0.609 -1.592 0.00
H 2.524 -1.341 1.076 0.00
H 2.884 -2.003 -0.448 0.00
H 3.275 0.353 -1.072 0.00
H -2.858 1.661 0.526 0.01
H -1.685 2.117 1.791 0.02
```

HOMO (spin up / spin down), eV: -19.4 / -19.4
HOMO-LUMO gap (spin up / spin down), Ha: 0.2416 / 0.2357
Net charge: +2
Multiplicity: 2


Of them, the most stable is P and the least stable is Q.


P.
# H4S2Si

2 unconnected molecules or ions with the total composition H4S2Si (ωB97M-V/def2-TZVPD, OMol25).

The geometry in XYZ format:
```
7
Properties=species:S:1:pos:R:3:lowdin_charge:R:1
Si 0.703 0.188 1.523 0.77
S -0.760 -0.943 -2.134 0.02
S -1.523 0.181 -0.682 -0.15
H 1.647 -0.574 0.895 -0.15
H 0.833 1.505 1.098 -0.17
H -0.083 -0.107 2.645 -0.14
H -0.817 -0.251 -3.345 -0.18
```

HOMO (spin up / spin down), eV: -7.4 / -7.4
HOMO-LUMO gap (spin up / spin down), Ha: 0.2220 / 0.2176


Q.
# H4S2Si

2 unconnected molecules or ions with the total composition H4S2Si (ωB97M-V/def2-TZVPD, OMol25).

The geometry in XYZ format:
```
7
Properties=species:S:1:pos:R:3:lowdin_charge:R:1
Si -1.204 0.406 0.041 0.16
S 2.635 -0.823 0.421 0.31
S 0.658 1.369 0.157 0.13
H -1.080 -0.716 0.938 -0.12
H -2.122 1.417 0.555 -0.10
H -1.272 -0.219 -1.383 -0.08
H 2.385 -1.434 -0.729 -0.30
```

HOMO (spin up / spin down), eV: -9.7 / -9.7
HOMO-LUMO gap (spin up / spin down), Ha: 0.2420 / 0.2421


Of them, the most stable is Q and the least stable is P.


P.
# CH3FOS

2 unconnected molecules or ions with the total composition CH3FOS (ωB97M-V/def2-TZVPD, OMol25).

The geometry in XYZ format:
```
7
Properties=species:S:1:pos:R:3:lowdin_charge:R:1
C -0.269 -1.161 -0.508 -0.51
O 0.005 2.351 0.610 -0.16
F 0.783 3.111 1.328 -0.14
S 0.804 -0.380 0.717 0.70
H 0.044 -0.770 -1.495 0.03
H -1.366 -0.961 -0.321 0.06
H -0.001 -2.190 -0.330 0.01
```

HOMO (spin up / spin down), eV: -9.2 / -9.3
HOMO-LUMO gap (spin up / spin down), Ha: 0.2171 / 0.2179


Q.
# CH3FOS

2 unconnected molecules or ions with the total composition CH3FOS (ωB97M-V/def2-TZVPD, OMol25).

The geometry in XYZ format:
```
7
Properties=species:S:1:pos:R:3:lowdin_charge:R:1
C 0.077 -0.637 0.564 -0.29
O 0.110 1.775 -0.461 -0.53
F -0.873 0.790 -2.064 -0.22
S 1.113 0.740 -0.075 0.95
H -0.462 -1.087 -0.185 0.01
H -0.615 -0.168 1.317 0.08
H 0.650 -1.415 0.904 0.00
```

HOMO (spin up / spin down), eV: -11.1 / -9.6
HOMO-LUMO gap (spin up / spin down), Ha: 0.3386 / 0.2629


Of them, the most stable is Q and the least stable is P.